*1*
This record from the Open Molecules 2025 dataset describes C7H14O as an isolated structure. The level of theory is ωB97M-V with the def2-TZVPD basis set.

Each line ends with the Löwdin spin population.
Positions of all 22 atoms, in Å:
C1 1.02282 -1.25511 -1.21202  0.00
C2 0.94468 0.28677 -1.37919  0.01
C3 0.55650 0.97442 -0.09304  0.03
C4 -0.70065 1.31297 0.18935  0.05
C5 -1.89262 0.73801 -0.47409  0.48
C6 -2.63568 -0.33525 0.26629  0.28
C7 1.60456 0.95602 0.97347  0.00
H1 0.84654 -1.53343 -0.16840  0.00
H2 0.34377 -1.77352 -1.88768  0.00
H3 2.01643 -1.61605 -1.50679  0.00
H4 0.21366 0.56545 -2.12979  0.01
H5 1.92227 0.66493 -1.69963  0.00
H6 -0.90514 1.73268 1.16694  0.01
H7 -2.29027 1.14585 -1.38917  0.03
H8 -3.45302 -0.81532 -0.25409  0.02
H9 -2.91728 0.82437 0.39527  0.05
H10 1.55409 1.85263 1.57844  0.00
H11 1.29916 0.04320 1.57127  0.00
H12 2.61884 0.80743 0.57829  0.00
H13 -1.99414 -0.98547 0.85848  0.02
H14 1.18515 -2.02104 2.65250  0.00
O1 0.66036 -1.56954 1.96357  0.00

## Properties
2S+1: 2
Gap between HOMO and LUMO (spin up / spin down), eV: 6.61 / 6.89
HOMO level (spin up / spin down), eV: -2.5699 / -2.8710
Charge: -1
LUMO energy (spin up / spin down), eV: 4.0 / 4.0


*2*
This record from the Open Molecules 2025 dataset describes a 2-piece molecular cluster, C7H14O overall. The level of theory is ωB97M-V with the def2-TZVPD basis set.

Each line ends with the Löwdin spin population.
Positions of all 22 atoms, in Å:
C1 -2.74981 0.61147 -0.32991  0.01
C2 -1.57521 0.78367 0.70280  0.02
C3 -0.34250 -0.04289 0.54820  0.15
C4 0.60425 0.30149 -0.41305  0.28
C5 0.89172 1.69012 -0.90447  0.06
C6 -1.39381 -2.20348 1.27241  0.22
C7 -0.31271 -1.39431 1.07699  0.12
H1 -3.67893 0.26329 0.11068  0.00
H2 -2.34976 0.18831 -1.25580  0.01
H3 -2.95634 1.63875 -0.66746  0.00
H4 -2.07915 0.70861 1.66295  0.00
H5 -1.26433 1.83217 0.67487  0.00
H6 1.37275 -0.38697 -0.75942  0.03
H7 0.24840 2.49535 -0.54984  0.00
H8 0.78107 1.76417 -1.98864  0.01
H9 1.87014 2.09830 -0.59944  0.02
H10 -1.33698 -3.25616 1.51783  0.03
H11 -2.38801 -1.77396 1.17195  0.02
H12 0.69201 -1.70673 1.34842  0.00
H13 5.07776 -0.49764 -0.74680  0.00
H14 5.42642 -1.76470 -1.38487  0.00
O1 5.46300 -1.34884 -0.48740  0.00

## Properties
2S+1: 2
Gap between HOMO and LUMO (spin up / spin down), eV: 2.76 / 5.93
HOMO level (spin up / spin down), eV: 0.4816 / -2.7431
Charge: -1
LUMO energy (spin up / spin down), eV: 3.2 / 3.2


Result of the stability comparison: *2* is the most stable of them.


*1*
This record from the Open Molecules 2025 dataset describes a 9-piece molecular cluster, C8H30O8 overall. The level of theory is ωB97M-V with the def2-TZVPD basis set.

Each line ends with the Löwdin charge.
Positions of all 46 atoms, in Å:
C1 -1.40764 -0.61477 1.32302  0.03
C2 -1.34397 -0.82523 -0.01009  -0.13
C3 -0.32535 -0.35208 -0.99001  -0.25
C4 -0.19052 -0.96744 -2.17371  -0.13
C5 0.76034 -0.44193 -3.21021  -0.08
C6 0.21013 1.03005 -0.65780  -0.17
C7 -0.73927 2.13756 -1.15862  -0.22
C8 -1.18540 3.23070 -0.17749  -0.10
H1 -0.60447 -0.03014 1.78312  0.03
H2 -2.07804 -1.14113 2.01481  0.07
H3 -2.15592 -1.45288 -0.37754  0.08
H4 -0.85597 -1.79261 -2.38777  0.08
H5 0.44774 0.54315 -3.56679  0.07
H6 0.52836 -0.84962 -4.21436  0.09
H7 1.74637 -0.41091 -2.73168  0.09
H8 0.14882 1.21190 0.42165  0.06
H9 1.28087 1.23923 -0.70256  0.12
H10 -0.10414 2.73267 -1.82955  0.11
H11 -1.59401 1.66971 -1.66708  0.09
H12 -1.68857 2.96697 0.75539  0.07
H13 -0.27149 3.77986 0.04493  0.07
H14 -2.00578 3.81759 -0.60607  0.07
O1 -3.78687 -2.36825 -2.63664  -0.07
H15 -3.99200 -2.06086 -1.73804  0.03
H16 -3.20492 -3.13406 -2.52581  0.01
O2 2.97629 -1.72691 3.51965  -0.07
H17 2.94273 -2.01716 2.60252  0.04
H18 3.84355 -1.28386 3.47330  0.07
O3 3.63509 -0.42318 1.30097  -0.09
H19 4.00925 0.35911 0.87684  0.05
H20 2.81621 -0.10055 1.74710  -0.01
O4 -1.40127 -3.65015 -1.46684  -0.06
H21 -0.99014 -3.21624 -0.70236  0.04
H22 -0.98423 -4.52170 -1.42438  0.06
O5 1.79446 3.14032 1.99845  -0.07
H23 2.67685 2.90153 1.68180  0.03
H24 1.36226 2.27383 2.12742  -0.01
O6 -2.36350 0.86408 -3.88234  -0.05
H25 -2.05300 0.32767 -3.14895  -0.01
H26 -3.18954 0.56872 -4.25912  0.04
O7 1.11412 -0.21721 4.91259  -0.03
H27 2.03280 -0.46751 4.67351  0.05
H28 0.71991 -1.09772 4.94267  0.08
O8 1.35633 0.43018 2.47295  -0.14
H29 0.99148 -0.39710 2.10882  0.05
H30 1.12206 0.33636 3.46429  0.04

## Properties
2S+1: 1
Gap between HOMO and LUMO, eV: 8.73
HOMO level, eV: -8.7092
LUMO energy, eV: 0.0


*2*
This record from the Open Molecules 2025 dataset describes a 9-piece molecular cluster, C8H30O8 overall. The level of theory is ωB97M-V with the def2-TZVPD basis set.

Each line ends with the Löwdin charge.
Positions of all 46 atoms, in Å:
C1 -0.55486 -1.42202 1.62734  0.07
C2 0.25480 -0.50370 1.11273  -0.32
C3 0.39868 -0.27395 -0.36440  -0.04
C4 1.06863 0.38883 1.99157  -0.31
C5 0.73443 1.66537 2.17957  0.04
C6 2.24527 -0.26246 2.66504  -0.17
C7 3.23969 -0.85658 1.66164  -0.24
C8 4.04672 0.21866 0.94697  -0.10
H1 -0.62652 -1.61285 2.68948  0.06
H2 -1.16476 -2.09634 1.03344  0.07
H3 -0.34992 0.43400 -0.72124  0.06
H4 0.27828 -1.17751 -0.95824  0.08
H5 1.37692 0.12687 -0.63956  0.07
H6 -0.13574 2.14053 1.73483  0.08
H7 1.31126 2.30342 2.83907  0.07
H8 1.89371 -1.02456 3.36400  0.12
H9 2.74948 0.52140 3.24855  0.12
H10 2.69211 -1.48665 0.95334  0.10
H11 3.92403 -1.53493 2.17896  0.11
H12 4.73092 -0.22581 0.21805  0.07
H13 4.65280 0.78773 1.65230  0.07
H14 3.40985 0.91549 0.39208  0.06
O1 -0.22511 -0.96404 -4.01474  -0.07
H15 0.42781 -0.44847 -3.55766  0.04
H16 -1.03951 -0.38550 -4.06519  0.03
O2 -3.46018 -1.35608 -2.01045  -0.07
H17 -2.72912 -2.00870 -2.18257  0.04
H18 -4.30032 -1.75838 -2.24236  0.08
O3 -2.48530 0.54805 -3.75443  -0.09
H19 -2.93789 -0.09875 -3.17497  0.01
H20 -2.35172 1.34344 -3.18786  0.01
O4 -2.18200 2.42621 -1.83758  -0.10
H21 -1.22660 2.52163 -1.59104  0.02
H22 -2.65560 1.91699 -1.13451  0.02
O5 0.58606 2.65594 -1.08382  -0.05
H23 0.90713 3.50455 -1.41447  0.07
H24 0.78775 2.64036 -0.13755  0.03
O6 -0.26333 -0.16331 4.79899  -0.07
H25 0.25151 0.41298 5.38584  0.05
H26 -0.57795 0.39039 4.06408  0.02
O7 -1.48019 -3.04108 -2.85434  -0.07
H27 -0.97092 -2.33689 -3.33819  0.01
H28 -0.83080 -3.46587 -2.29408  0.05
O8 -3.27056 0.56944 -0.06881  -0.06
H29 -3.38171 -0.11219 -0.76641  0.01
H30 -2.76722 0.18433 0.65660  0.03

## Properties
2S+1: 1
Gap between HOMO and LUMO, eV: 10.03
HOMO level, eV: -9.7467
LUMO energy, eV: 0.3


Result of the stability comparison: *2* is the most stable of them.


*1*
This record from the Open Molecules 2025 dataset describes one molecule with the formula C2H2ClN. The level of theory is ωB97M-V with the def2-TZVPD basis set.

Each line ends with the Löwdin charge.
Positions of all 6 atoms, in Å:
Cl1 -2.54455 -0.03983 0.07602  0.53
C1 -0.83828 0.19602 -0.39137  -0.69
C2 0.22915 0.51904 0.52627  -0.15
N1 -0.11282 1.50462 -0.17616  0.13
H1 -0.82059 -0.32142 -1.24891  0.01
H2 0.94686 0.17609 1.40368  0.16

## Properties
2S+1: 1
Gap between HOMO and LUMO, eV: 11.09
HOMO level, eV: -10.1913
LUMO energy, eV: 0.9


*2*
This record from the Open Molecules 2025 dataset describes a 2-piece molecular cluster, C2H2ClN overall. The level of theory is ωB97M-V with the def2-TZVPD basis set.

Each line ends with the Löwdin charge.
Positions of all 6 atoms, in Å:
C1 -1.77924 0.63047 0.01203  -0.32
C2 -0.30494 0.66102 0.06836  -0.69
N1 -2.87075 0.79021 -0.29394  0.15
Cl1 0.51897 2.12243 -0.30997  0.58
H1 0.15056 -0.04197 0.85179  0.09
H2 0.07281 -0.02110 -1.14810  0.19

## Properties
2S+1: 1
Gap between HOMO and LUMO, eV: 11.07
HOMO level, eV: -10.8295
LUMO energy, eV: 0.2


Result of the stability comparison: *2* is the most stable of them.


*1*
This record from the Open Molecules 2025 dataset describes C8H18N3 as an isolated structure. The level of theory is ωB97M-V with the def2-TZVPD basis set.

Each line ends with the Löwdin charge.
Positions of all 29 atoms, in Å:
C1 -2.19761 -0.94453 0.89208  -0.10
C2 1.91091 0.73336 1.07381  -0.17
C3 -2.49102 0.17285 -0.09727  -0.16
C4 1.66573 1.66189 -0.09367  -0.10
C5 -0.68573 -0.94147 1.36632  -0.11
C6 1.64307 -0.75515 0.77051  -0.13
C7 -0.25277 0.40019 -1.06199  -0.43
C8 0.57795 0.05218 -2.34659  0.06
N1 -1.56183 0.06096 -1.16791  0.04
N2 0.17281 1.49127 -0.44534  0.07
N3 0.25327 -1.00142 0.16822  -0.04
H1 -2.78049 -0.94329 1.72177  0.08
H2 -2.43609 -1.85636 0.37753  0.12
H3 2.88992 0.85819 1.47199  0.11
H4 1.27447 1.04817 1.92479  0.12
H5 -3.39059 -0.01940 -0.48960  0.09
H6 -2.44760 1.22195 0.19618  0.13
H7 1.84718 2.68342 0.15121  0.12
H8 2.31084 1.26723 -0.88466  0.11
H9 -0.41739 -0.00357 1.78144  0.08
H10 -0.51742 -1.71741 2.18237  0.15
H11 2.37441 -1.29139 0.09363  0.14
H12 1.59909 -1.41727 1.71860  0.14
H13 0.17981 -0.88118 -2.79429  0.11
H14 1.63481 -0.05990 -2.08009  0.08
H15 0.43061 0.83425 -2.96810  0.06
H16 -1.57196 -0.86135 -1.49597  0.12
H17 -0.39542 2.09151 0.27850  0.20
H18 0.38105 -1.88371 -0.24346  0.12

## Properties
2S+1: 1
Gap between HOMO and LUMO, eV: 10.81
HOMO level, eV: -13.2001
Charge: +1
LUMO energy, eV: -2.4


*2*
This record from the Open Molecules 2025 dataset describes an isolated ion of composition C8H18N3 and charge +1. The level of theory is ωB97M-V with the def2-TZVPD basis set.

Each line ends with the Löwdin charge.
Positions of all 29 atoms, in Å:
C1 -0.85150 -1.30829 2.11089  0.04
C2 0.20616 0.76531 2.05014  -0.17
C3 -0.04095 -0.69324 -0.03093  -0.31
C4 -0.13511 0.71135 0.51364  -0.41
C5 1.23691 -1.47246 0.09477  -0.06
C6 -1.49536 1.55620 0.37317  0.01
C7 -0.82158 -2.26282 -1.62055  -0.12
C8 0.91617 1.69417 -1.63324  -0.03
N1 -0.43753 -0.34541 2.80182  -0.01
N2 -0.85334 -0.97613 -1.10895  -0.05
N3 0.91199 1.52665 -0.18626  0.00
H1 -0.98345 -2.26560 2.59078  0.06
H2 1.30088 0.86672 2.21627  0.13
H3 -0.17198 1.65898 2.51446  0.10
H4 0.96151 -2.51542 0.26748  0.09
H5 1.79091 -1.02297 0.92427  0.09
H6 1.94464 -1.39717 -0.78051  0.11
H7 -1.64749 1.88005 -0.76088  0.12
H8 -1.42354 2.47703 0.98503  0.09
H9 -2.36582 1.05750 0.79646  0.09
H10 -1.14825 -3.10049 -0.86641  0.13
H11 -1.45509 -2.40544 -2.48233  0.08
H12 0.30149 -2.61297 -1.84238  0.13
H13 1.98030 2.17427 -1.80901  0.15
H14 1.00815 0.76954 -2.23462  0.11
H15 0.09765 2.24770 -2.11256  0.10
H16 -1.74456 -0.57502 -1.07848  0.11
H17 1.05734 2.49233 0.29480  0.23
H18 1.86146 1.07561 0.01314  0.19

## Properties
2S+1: 1
Gap between HOMO and LUMO (spin up / spin down), eV: 7.31 / 7.31
HOMO level (spin up / spin down), eV: -10.6898 / -10.6922
Charge: +1
LUMO energy (spin up / spin down), eV: -3.4 / -3.4


Result of the stability comparison: *1* is the most stable of them.